Formula: C5H6N2O
Source: the OMol25 dataset
Level of theory: ωB97M-V with the def2-TZVPD basis set

Properties
- 2S+1 = 1
- E_HOMO (eV) = -9.5
- SMILES string = C/N=C(/N)C#CC=O
- max |F| (Eh/bohr) = 0.085
- ΔE to the lowest compared entry with this formula, charge and spin (kcal/mol) = 89.2

Atoms and positions in Å:
1 C -1.1993 1.6033 0.0659
2 N -1.7211 0.2585 -0.1321
3 C -0.9556 -0.7363 -0.0756
4 N -1.5994 -2.0712 -0.1620
5 C 0.4882 -0.5910 -0.1611
6 C 1.6532 -0.2357 -0.2350
7 C 3.1510 0.0924 -0.2882
8 O 3.9239 -0.6541 0.2585
9 H -0.1306 1.7464 0.6540
10 H -1.3242 2.1432 -0.8952
11 H -2.0805 1.9104 0.8971
12 H -1.1269 -2.6903 0.4710
13 H -2.6008 -1.7821 0.3108
14 H 3.5222 1.0064 -0.7078

=====

Formula: C5H6N2O2
Source: the OMol25 dataset
Level of theory: ωB97M-V with the def2-TZVPD basis set

Properties
- 2S+1 = 1
- E_HOMO (eV) = -9.1
- SMILES string = CC(=O)Nc1ncco1
- max |F| (Eh/bohr) = 0.145
- ΔE to the lowest compared entry with this formula, charge and spin (kcal/mol) = 51.1

Atoms and positions in Å:
1 C -0.6528 -1.9364 -0.2468
2 C 0.2850 -1.4668 -1.2576
3 O 0.3062 -1.9071 -2.4130
4 N 1.1792 -0.4242 -0.8794
5 C 0.7050 0.5873 -0.0382
6 N 1.2224 1.1703 0.9218
7 C 0.3224 2.1465 1.3421
8 C -0.7906 2.1159 0.4925
9 O -0.5328 1.0484 -0.3555
10 H -0.7934 -3.0044 -0.1195
11 H -1.5452 -1.4079 -0.1479
12 H -0.2872 -1.5600 0.7426
13 H 2.0339 -0.6477 -0.4707
14 H 0.5209 2.7822 2.0344
15 H -1.9730 2.5039 0.3952

=====

Formula: C5H6N2O2
Source: the OMol25 dataset
Level of theory: ωB97M-V with the def2-TZVPD basis set

Properties
- 2S+1 = 1
- E_HOMO (eV) = -8.3
- SMILES string = C=N/C=C\C=C\[N+](=O)[O-]
- max |F| (Eh/bohr) = 0.062
- ΔE to the lowest compared entry with this formula, charge and spin (kcal/mol) = 141.2

Atoms and positions in Å:
1 C -2.4829 -0.2873 1.3154
2 N -1.8552 -0.7752 0.3600
3 C -1.3239 -0.7405 -0.8397
4 C -0.0962 -0.5594 -1.3826
5 C 1.1222 -0.0125 -0.9025
6 C 1.2952 0.5165 0.3296
7 N 2.5382 1.0784 0.6038
8 O 2.6308 1.8523 1.4996
9 O 3.3656 0.7947 -0.2679
10 H -2.9725 0.6742 1.3020
11 H -2.7128 -0.8806 2.2667
12 H -2.0357 -1.1864 -1.5006
13 H -0.0683 -0.9856 -2.3080
14 H 1.9509 0.0721 -1.5962
15 H 0.6447 0.4392 1.1205

=====

Formula: C5H6N2O2
Source: the OMol25 dataset
Level of theory: ωB97M-V with the def2-TZVPD basis set

Properties
- 2S+1 = 1
- E_HOMO (eV) = -9.2
- max |F| (Eh/bohr) = 0.180
- ΔE to the lowest compared entry with this formula, charge and spin (kcal/mol) = 81.0

Atoms and positions in Å:
1 C 0.1147 2.3348 -0.2363
2 C -0.1253 0.8530 0.1495
3 C -1.1756 -0.9116 1.4503
4 C -0.5980 -1.7775 0.5122
5 C 0.1965 -1.3145 -0.4673
6 H -0.0323 2.7421 -1.3252
7 H 1.5149 2.4273 -0.1143
8 H -0.3929 2.8019 0.5561
9 H -0.7779 -2.8371 0.9200
10 H 2.0318 -1.8671 -1.2755
11 H 0.7294 0.2955 -1.5927
12 N -0.9541 0.5544 1.0222
13 N 0.5149 -0.0365 -0.6421
14 O -1.9483 -1.0191 2.2610
15 O 0.9022 -2.2457 -1.2178

=====

Formula: C5H6N2O2S2
Source: the OMol25 dataset
Level of theory: ωB97M-V with the def2-TZVPD basis set

Properties
- 2S+1 = 3
- E_HOMO (spin up / spin down) (eV) = -5.5 / -9.9
- max |F| (Eh/bohr) = 0.114
- ΔE to the lowest compared entry with this formula, charge and spin (kcal/mol) = 30.2

Atoms and positions in Å:
1 C 1.4442 1.5507 0.0263
2 C 1.9255 0.4569 0.6979
3 C 0.0918 1.5929 -0.1401
4 C 1.0494 -0.5066 1.1688
5 C -0.7239 0.5840 0.3868
6 N -0.2695 -0.4626 0.9857
7 N -3.0617 -0.7946 -0.8465
8 O -2.5669 2.0422 -0.6711
9 O -3.3004 0.9234 1.3400
10 S -4.1886 -1.7164 -0.0869
11 S -2.4994 0.8352 0.1774
12 H 1.9759 2.4337 -0.4092
13 H 2.9920 0.2815 0.9158
14 H -0.2969 2.5389 -0.5208
15 H 1.3620 -1.3759 1.6280
16 H -2.1689 -1.1329 -1.1486
17 H -3.6676 -2.3091 1.0566

=====

Formula: C5H6N2O3
Source: the OMol25 dataset
Level of theory: ωB97M-V with the def2-TZVPD basis set

Properties
- 2S+1 = 1
- E_HOMO (eV) = -10.4
- SMILES string = Cc1noc(C)c1[N+](=O)[O-]
- max |F| (Eh/bohr) = 0.029
- ΔE to the lowest compared entry with this formula, charge and spin (kcal/mol) = 92.6

Atoms and positions in Å:
1 C 0.5132 1.4417 2.1275
2 C 0.0915 1.1385 0.7557
3 N -0.2408 2.0916 -0.0818
4 O -0.5747 1.5030 -1.2603
5 C -0.4392 0.1910 -1.2179
6 C -0.6508 -0.6631 -2.4448
7 C -0.0344 -0.1079 0.0658
8 N 0.3320 -1.3983 0.5447
9 O 0.7503 -1.4948 1.6743
10 O 0.1728 -2.3549 -0.1990
11 H 1.5373 1.1227 2.2772
12 H -0.1214 0.9727 2.9110
13 H 0.4718 2.4913 2.2773
14 H -1.5424 -1.2769 -2.2632
15 H 0.2228 -1.3519 -2.5891
16 H -0.8757 -0.0393 -3.2909

=====

Formula: C5H6N2OS
Source: the OMol25 dataset
Level of theory: ωB97M-V with the def2-TZVPD basis set

Properties
- 2S+1 = 1
- E_HOMO (eV) = -9.0
- SMILES string = O=C1CSC2=NCCN12
- max |F| (Eh/bohr) = 0.086
- ΔE to the lowest compared entry with this formula, charge and spin (kcal/mol) = 0.0

Atoms and positions in Å:
1 O -0.2591 2.4917 0.2534
2 C -0.4741 1.4289 -0.2827
3 C -1.5149 1.2888 -1.3960
4 S -1.2884 -0.4058 -2.1313
5 C -0.1954 -0.7851 -0.7883
6 N 0.2858 -1.9244 -0.3634
7 C 0.9950 -1.6977 0.9314
8 C 1.0121 -0.1666 1.1115
9 N 0.1503 0.2430 0.0202
10 H -1.3447 2.0767 -2.1129
11 H -2.5013 1.3671 -0.9841
12 H 0.4600 -2.1624 1.7698
13 H 2.0303 -2.0606 0.8547
14 H 2.0176 0.1763 1.0068
15 H 0.6268 0.1301 2.1108

=====

Formula: C5H6N2S
Source: the OMol25 dataset
Level of theory: ωB97M-V with the def2-TZVPD basis set

Properties
- 2S+1 = 1
- E_HOMO (eV) = -8.5
- max |F| (Eh/bohr) = 0.105
- ΔE to the lowest compared entry with this formula, charge and spin (kcal/mol) = 109.2

Atoms and positions in Å:
1 C 2.1324 -1.4290 -0.0207
2 C 1.6772 -0.2470 -0.2858
3 C 0.0661 -2.2222 0.2462
4 C -1.4889 -0.3470 0.1046
5 C -1.4921 1.1493 0.2908
6 N 1.3346 -2.5439 0.1003
7 N -0.3304 -0.9723 0.1758
8 S -2.8336 -1.2056 -0.3871
9 H 3.2669 -1.4579 0.1396
10 H 1.9457 0.7314 -0.5104
11 H -0.6714 -2.9398 0.5247
12 H -0.7150 1.3960 1.1956
13 H -2.4073 1.4322 0.8120
14 H -1.3710 1.7747 -0.5329

=====

Formula: C5H6N3O
Source: the OMol25 dataset
Level of theory: ωB97M-V with the def2-TZVPD basis set

Properties
- 2S+1 = 1
- E_HOMO (eV) = -14.4
- SMILES string = C=CO[n+]1cnccn1
- max |F| (Eh/bohr) = 0.080
- ΔE to the lowest compared entry with this formula, charge and spin (kcal/mol) = 87.3
- net charge = +1

Atoms and positions in Å:
1 C -2.7630 0.0373 0.3467
2 C -1.7162 0.1091 -0.4288
3 O -0.7367 1.0753 -0.0184
4 N 0.5361 0.6995 0.0643
5 C 1.6371 1.4313 0.3776
6 N 2.8790 0.9997 0.2483
7 C 3.0810 -0.1701 -0.3203
8 C 1.9535 -0.9471 -0.6731
9 N 0.7109 -0.4930 -0.4726
10 H -3.4542 -0.7156 -0.0169
11 H -2.7450 0.5791 1.2916
12 H -1.3287 -0.3556 -1.2457
13 H 1.3686 2.5268 0.7353
14 H 4.0367 -0.5212 -0.5725
15 H 2.2090 -1.9191 -1.1183

=====

Formula: C5H6N3O
Source: the OMol25 dataset
Level of theory: ωB97M-V with the def2-TZVPD basis set

Properties
- 2S+1 = 1
- E_HOMO (eV) = -15.7
- max |F| (Eh/bohr) = 0.067
- ΔE to the lowest compared entry with this formula, charge and spin (kcal/mol) = 95.1
- net charge = +1

Atoms and positions in Å:
1 C -0.0324 0.7849 -1.8528
2 C 1.1702 1.2960 0.0239
3 C 1.2025 -1.2776 -0.9418
4 C -0.6844 -0.3885 1.6507
5 C -1.0069 0.2184 0.2998
6 N -0.1508 0.8376 -2.9682
7 N 2.1290 1.7193 0.4711
8 N 0.1571 0.6742 -0.5292
9 O 0.4950 -2.0441 -1.3440
10 H 2.1615 -0.7997 -0.8128
11 H -1.5848 -0.8388 2.1534
12 H -0.0395 -1.2222 1.6123
13 H -0.4437 0.4960 2.2211
14 H -1.8143 1.0161 0.3553
15 H -1.5585 -0.4716 -0.3388